Formula: C21H19N5O4
Source: the Open Molecules 2025 dataset
Level of theory: the ωB97M-V functional and the def2-TZVPD basis

```
49
Properties=species:S:1:pos:R:3:forces:R:3
N -1.2425 -4.6560 3.7078 0.73 1.87 -0.46
C -0.7856 -3.6132 3.4485 -0.18 -1.73 0.59
C -0.1793 -2.3650 3.1010 1.07 0.67 -0.43
C 1.1855 -2.0552 3.1470 -0.88 -0.55 -0.20
C 1.6951 -0.8321 2.6107 -0.05 0.21 -0.20
N 3.0570 -0.5200 2.9476 1.91 0.01 0.52
O 3.7423 -1.3852 3.5656 -1.45 1.72 -1.22
O 3.5366 0.5991 2.6252 -1.06 -1.75 0.40
C 0.8998 0.1650 1.8815 0.71 1.70 2.06
C -0.4755 -0.0920 2.1656 -2.81 1.40 -0.57
N -1.5728 0.7496 1.9644 1.41 -2.60 0.34
O -1.6840 1.9371 1.6979 -0.16 -0.76 -0.03
O -2.7323 -0.0942 2.1349 0.57 0.68 -0.06
N -2.3662 -1.3922 2.5156 2.27 2.01 0.14
C -1.0195 -1.3056 2.6199 -2.00 -1.36 -0.57
H 1.8742 -2.7779 3.6142 -0.30 0.63 -0.39
H 1.1922 1.2301 2.0679 -0.13 -1.29 0.16
C -2.0678 3.4619 -2.0771 -0.24 -0.06 0.13
C -0.6986 4.0418 -2.4369 0.36 -0.08 -0.41
C 0.3534 3.1015 -1.8142 0.32 0.57 0.86
N -0.3626 1.8539 -1.5322 0.68 -1.11 0.40
C 0.2490 0.7259 -1.0092 -0.10 0.00 -0.75
C 1.2881 0.7371 -0.0313 0.53 1.54 -0.44
C 2.4437 -0.1679 -0.3366 0.39 -0.92 -0.38
C 1.9464 -1.6223 -0.4499 0.75 -0.07 0.54
C 0.5632 -1.7391 -1.0045 -0.70 0.41 0.35
C -0.1499 -0.6067 -1.4904 -0.02 -0.35 -0.22
C -1.2496 -0.8415 -2.3572 0.03 -0.32 0.72
C -1.8601 -2.0900 -2.3424 0.28 -0.18 -0.19
C -1.2932 -3.1518 -1.6115 -0.02 0.22 -0.12
C -0.0598 -2.9799 -0.9902 -0.21 -0.17 -0.28
C -1.8063 2.0651 -1.4941 -1.10 -0.19 0.03
H -2.5947 4.0783 -1.3404 0.13 -0.11 -0.18
H -2.7053 3.3816 -2.9653 0.12 0.13 0.24
H -0.5800 4.0359 -3.5299 0.03 0.09 0.32
H -0.5683 5.0752 -2.0915 0.00 -0.33 -0.10
H 1.2023 2.9390 -2.4963 -0.30 -0.18 0.29
H 0.7538 3.5346 -0.8815 -0.09 -0.03 -0.28
H 1.5945 1.7569 0.2875 -0.22 -0.72 -0.51
H 2.9393 0.0961 -1.2848 -0.24 0.21 0.22
H 3.2012 -0.0815 0.4401 -0.04 -0.04 -0.07
H 2.6493 -2.2100 -1.0812 -0.50 0.30 0.33
H 1.9715 -2.0803 0.5533 -0.03 -0.01 -0.56
H -1.6276 -0.0471 -2.9975 -0.01 -0.27 0.36
H -2.7835 -2.2403 -2.9002 0.29 -0.04 0.04
H -1.7791 -4.1280 -1.5785 0.03 0.34 0.01
H 0.4302 -3.8043 -0.4612 -0.17 0.21 -0.35
H -2.1647 2.0042 -0.4532 0.24 0.04 -0.28
H -2.3599 1.3095 -2.0569 0.17 0.27 0.20
```
Positions in Å, forces in eV/Å.

As for the energy relative to the best compared isomer or geometry (same formula, charge and spin): 1243.96 kJ/mol. The largest force on an atom is 0.062 hartree/bohr. The value obtained for the gap between HOMO and LUMO is 5.466 eV. For the lowest unoccupied orbital energy, the calculation gives -2.30 eV. The calculation puts the calculated total energy at -37715.411 eV. For the HOMO energy, the calculation gives -7.77 eV.



Formula: C21H19N5OS2
Source: the Open Molecules 2025 dataset
Level of theory: the ωB97M-V functional and the def2-TZVPD basis

```
48
Properties=species:S:1:pos:R:3:forces:R:3
C -6.0608 -2.3191 -0.7626 0.06 0.02 -0.16
C -5.3159 -1.3056 0.0249 0.04 0.25 0.27
C -5.2620 -1.1285 1.3691 -0.21 -0.33 -0.79
N -4.4863 -0.1102 1.8096 0.51 0.66 0.60
C -3.9150 0.5181 0.8399 -0.40 -0.50 -0.88
N -3.0891 1.5776 1.1187 0.05 0.41 0.78
C -2.2795 2.4152 0.4062 -0.17 -0.02 0.15
O -1.5381 3.1672 0.9987 0.05 0.12 -0.09
C -2.3713 2.4206 -1.1046 0.48 -0.22 -0.14
H -2.7226 3.3975 -1.4394 -0.02 -0.07 0.04
H -2.9871 1.6291 -1.5178 -0.01 0.21 -0.01
S -0.6969 2.2536 -1.7887 -0.15 0.36 -0.28
C -0.3188 0.7255 -1.0618 -0.01 -0.15 -0.07
N -1.1611 -0.0227 -0.4004 -0.14 0.91 -0.43
N -0.4960 -1.1152 -0.0006 0.54 -1.03 0.41
C 0.7358 -1.0326 -0.4265 -0.29 0.17 -0.09
N 0.9079 0.1355 -1.1309 -0.77 -0.34 0.04
C 2.1240 0.7700 -1.5865 0.38 0.29 0.13
C 2.6330 1.7029 -0.5137 0.10 0.07 -0.11
C 2.4583 3.0750 -0.6203 0.08 -0.11 -0.05
C 2.8740 3.9103 0.4019 0.01 0.10 0.04
C 3.4633 3.3803 1.5363 0.00 0.08 0.02
C 3.6411 2.0114 1.6464 0.02 -0.09 0.05
C 3.2268 1.1748 0.6261 0.01 0.01 -0.04
H 3.3608 0.1052 0.7150 0.03 -0.10 0.01
H 4.0998 1.5924 2.5298 0.04 -0.03 0.07
H 3.7816 4.0322 2.3360 0.02 0.06 0.06
H 2.7293 4.9763 0.3136 -0.01 0.10 0.00
H 1.9904 3.4886 -1.5013 -0.03 0.06 -0.07
H 2.8619 -0.0072 -1.7954 -0.15 0.14 -0.09
H 1.8973 1.3205 -2.5041 0.12 -0.13 0.02
C 1.7621 -2.0401 -0.1995 0.27 -0.24 0.04
C 1.9303 -2.5553 1.0833 -0.02 0.09 -0.10
C 2.9012 -3.5087 1.3251 0.02 -0.06 0.05
C 3.7065 -3.9606 0.2920 0.03 -0.04 0.00
C 3.5262 -3.4691 -0.9900 0.10 -0.03 -0.06
C 2.5570 -2.5144 -1.2398 -0.06 0.02 0.08
H 2.3973 -2.1624 -2.2493 -0.02 0.05 -0.06
H 4.1390 -3.8341 -1.8011 0.04 -0.04 -0.06
H 4.4675 -4.7025 0.4832 0.06 -0.06 0.02
H 3.0315 -3.9007 2.3228 0.01 -0.03 0.08
H 1.2941 -2.1951 1.8768 -0.06 0.04 0.08
H -2.9544 1.6731 2.1228 -0.01 0.06 -0.21
S -4.3134 -0.1082 -0.7467 -0.22 -0.21 0.74
H -5.7823 -1.7268 2.0947 -0.14 -0.20 0.06
H -6.6452 -2.9462 -0.0937 -0.04 -0.05 0.00
H -6.7311 -1.8383 -1.4745 -0.11 -0.08 -0.04
H -5.3710 -2.9492 -1.3236 -0.05 -0.12 -0.04
```
Positions in Å, forces in eV/Å.

As for the energy relative to the best compared isomer or geometry (same formula, charge and spin): 21.22 kJ/mol. The largest force on an atom is 0.024 hartree/bohr. The value obtained for the gap between HOMO and LUMO is 8.568 eV. For the lowest unoccupied orbital energy, the calculation gives 0.50 eV. The calculation puts the calculated total energy at -53254.235 eV. For the HOMO energy, the calculation gives -8.06 eV.



Formula: C21H19N6O4RuS
Source: the Open Molecules 2025 dataset
Level of theory: the ωB97M-V functional and the def2-TZVPD basis

```
52
Properties=species:S:1:pos:R:3:forces:R:3
Ru -0.2571 -0.0419 0.2162 0.25 0.00 0.06
O 0.6635 -1.1574 1.6837 0.13 -0.15 0.21
C 1.2490 -0.7176 2.6904 -0.06 0.06 -0.09
C 1.4412 0.6718 2.9941 0.01 -0.09 -0.07
C 2.1999 0.9964 4.1199 -0.07 -0.10 -0.09
C 2.4214 2.3239 4.4121 0.01 0.03 0.06
C 1.9111 3.3481 3.6380 -0.06 0.04 -0.07
C 1.1360 3.0401 2.5221 0.02 0.14 0.09
C 0.9045 1.7160 2.1966 0.02 -0.13 0.11
O 0.1355 1.4997 1.0981 0.04 0.04 -0.09
N 3.2400 2.6545 5.6110 0.11 0.05 -0.01
O 3.6590 1.7132 6.2416 -0.04 -0.01 0.00
O 3.4164 3.8261 5.8285 -0.04 -0.02 0.00
H 1.6521 -1.4573 3.3875 0.01 0.01 0.01
H 2.6207 0.2324 4.7626 0.01 0.01 0.01
H 2.1170 4.3732 3.9199 -0.01 0.00 -0.02
H 0.7103 3.8203 1.9057 0.01 0.01 0.01
C -2.7369 2.5257 -2.2137 0.01 0.00 -0.01
C -2.0029 2.5893 -3.3856 0.00 0.00 -0.01
C -0.8029 1.8920 -3.4790 -0.02 -0.03 0.05
C -0.3783 1.1455 -2.3972 0.04 -0.01 -0.01
N -1.1115 1.0785 -1.2628 0.02 -0.02 -0.07
C -2.2563 1.7563 -1.1678 -0.03 0.00 0.02
C 0.8867 0.3842 -2.3498 -0.05 0.09 -0.11
C 1.7888 0.2909 -3.3906 -0.01 -0.01 0.05
C 2.9502 -0.4547 -3.2247 -0.02 0.01 0.00
C 3.1884 -1.1026 -2.0184 -0.02 0.00 0.04
C 2.2596 -0.9838 -1.0098 0.12 -0.08 0.04
N 1.1445 -0.2456 -1.1697 -0.21 0.09 -0.07
H -3.6679 3.0630 -2.1014 0.00 0.00 0.00
H -2.3526 3.1794 -4.2224 0.00 0.01 0.00
H -0.2158 1.9429 -4.3841 0.00 0.01 0.00
H -2.7908 1.6798 -0.2302 0.00 0.00 -0.01
H 1.5947 0.7922 -4.3273 0.01 0.00 0.00
H 3.6624 -0.5319 -4.0364 0.00 0.00 0.00
H 4.0799 -1.6924 -1.8587 0.00 0.00 0.00
H 2.3831 -1.4741 -0.0551 -0.01 0.00 0.00
C -2.3015 -3.8326 -2.9430 0.02 -0.02 0.02
C -1.3260 -3.8698 -1.7558 0.02 0.00 -0.06
C -1.7624 -2.9633 -0.6632 -0.01 0.25 0.14
N -1.2965 -1.7818 -0.4062 -0.04 -0.51 -0.24
N -1.8946 -1.1562 0.6218 -0.14 0.67 0.21
C -2.8359 -1.8272 1.2442 0.08 -0.46 -0.22
N -3.4994 -1.4396 2.3203 -0.14 0.03 -0.04
S -3.0713 -3.3556 0.4197 -0.02 0.09 0.12
H -1.9485 -4.5141 -3.7138 -0.01 0.01 -0.01
H -2.3664 -2.8316 -3.3689 0.00 0.00 0.00
H -3.3008 -4.1522 -2.6491 0.00 0.00 0.00
H -0.3245 -3.5636 -2.0622 -0.01 0.00 0.00
H -1.2530 -4.8848 -1.3611 0.02 0.00 0.01
H -3.4157 -0.4993 2.6754 0.04 -0.03 0.03
H -4.2463 -2.0043 2.6984 0.01 0.01 0.01
```
Positions in Å, forces in eV/Å.

As for the energy relative to the best compared isomer or geometry (same formula, charge and spin): 4.23 kJ/mol. The largest force on an atom is 0.014 hartree/bohr. The value obtained for the gap between HOMO and LUMO (alpha / beta) is 6.064 / 6.067 eV. For the lowest unoccupied orbital energy (alpha / beta), the calculation gives -12.17 / -12.17 eV. The calculation puts the calculated total energy at -52603.725 eV. As for the total charge: +3. For the HOMO energy (alpha / beta), the calculation gives -18.23 / -18.23 eV.



Formula: C21H19N7PtS2
Source: the Open Molecules 2025 dataset
Level of theory: the ωB97M-V functional and the def2-TZVPD basis

```
50
Properties=species:S:1:pos:R:3:forces:R:3
Pt -0.2681 0.2812 -0.1408 0.10 -0.02 -0.06
N 1.5190 1.8095 -3.6485 0.23 -0.07 0.46
C 0.2890 1.6602 -4.2499 -0.96 -0.34 0.29
C -0.1762 1.9246 -5.5307 0.08 0.04 0.02
C -1.5042 1.6469 -5.7896 0.24 0.06 0.01
C -2.3513 1.1348 -4.8004 -0.05 -0.05 0.12
C -1.8975 0.8722 -3.5250 0.09 0.03 0.02
C -0.5579 1.1299 -3.2523 -0.10 0.25 -0.89
N 0.1742 0.9696 -2.1021 0.76 -0.04 0.72
C 1.4117 1.3862 -2.3717 -0.37 -0.01 -0.37
C 2.4445 1.3242 -1.3672 1.13 0.29 0.18
C 3.7441 1.7656 -1.3909 -0.49 -0.19 0.08
S 4.5325 1.4068 0.0820 -0.58 -0.16 -0.19
C 3.0834 0.6882 0.6475 0.49 0.12 0.11
N 2.0947 0.7218 -0.1879 -0.80 -0.21 -0.09
H 2.3511 2.1621 -4.0948 0.02 -0.03 0.07
H 0.4770 2.3361 -6.2827 0.03 0.04 -0.17
H -1.8964 1.8351 -6.7768 -0.04 0.02 -0.06
H -3.3859 0.9497 -5.0448 -0.08 -0.02 -0.02
H -2.5515 0.4971 -2.7525 -0.09 -0.04 0.05
H 4.2626 2.2784 -2.1753 0.12 0.12 -0.22
H 3.0236 0.2423 1.6210 -0.05 -0.11 0.27
N -3.3754 1.8607 2.4555 -0.15 -0.07 -0.08
C -2.9575 1.0139 1.5015 -0.05 -0.16 -0.13
N -1.6465 1.0261 1.3654 0.03 -0.27 -0.42
C -1.1702 1.9451 2.2823 -0.35 0.53 0.66
C 0.1276 2.3503 2.5798 -0.10 0.01 0.01
C 0.2774 3.3039 3.5649 0.13 -0.09 -0.14
C -0.8214 3.8582 4.2334 -0.17 -0.05 0.01
C -2.1128 3.4605 3.9563 0.00 0.00 0.01
C -2.2686 2.4871 2.9782 0.92 0.01 -0.12
H -4.3267 2.0278 2.7441 -0.04 -0.10 -0.14
H -3.6338 0.4107 0.9220 -0.07 -0.06 -0.06
H 0.9687 1.9265 2.0476 0.05 0.06 0.06
H 1.2668 3.6409 3.8300 0.11 0.04 0.01
H -0.6477 4.6129 4.9845 -0.01 0.05 0.06
H -2.9633 3.8863 4.4639 -0.06 0.07 0.11
C -2.8588 -2.4210 -1.6283 0.31 -0.10 -0.88
N -3.1075 -2.4033 -0.2140 0.35 0.26 1.00
C -4.3083 -2.6287 0.3996 -0.39 -0.05 0.51
C -4.0931 -2.6354 1.7414 -0.44 -0.08 -0.31
N -2.7614 -2.3982 1.9299 0.11 0.03 -0.57
C -2.1583 -2.2511 0.7308 0.10 -0.11 0.17
S -0.4798 -2.0406 0.4788 0.44 0.45 -0.18
H -3.7219 -2.0458 -2.1733 -0.03 0.06 0.12
H -2.6593 -3.4422 -1.9581 0.02 0.07 0.03
H -1.9810 -1.8073 -1.8417 -0.19 -0.10 -0.01
H -5.2140 -2.7549 -0.1582 -0.16 -0.11 -0.07
H -4.7715 -2.8072 2.5515 -0.13 0.00 0.13
H -2.2771 -2.3854 2.8156 0.08 0.04 -0.10
```
Positions in Å, forces in eV/Å.

As for the expectation value of S²: 2.0077. The largest force on an atom is 0.023 hartree/bohr. The value obtained for the gap between HOMO and LUMO (alpha / beta) is 8.212 / 6.659 eV. For the lowest unoccupied orbital energy (alpha / beta), the calculation gives -5.49 / -7.28 eV. The calculation puts the calculated total energy at -57420.833 eV. As for the total charge: +2. As for the multiplicity: 3. For the HOMO energy (alpha / beta), the calculation gives -13.70 / -13.94 eV.